CCl3NSi | wB97M-V/def2-TZVPD

The geometry in XYZ format:
```
6
Properties=species:S:1:pos:R:3:forces:R:3:lowdin_charge:R:1
C -0.361 0.204 0.300 -1.904 1.071 0.692 -0.405
N -1.196 0.582 1.023 1.344 -0.675 -1.209 0.147
Si 0.855 -0.432 -0.850 0.859 0.752 4.141 -0.330
Cl 2.622 0.905 1.690 -0.867 -0.735 -1.676 -0.433
Cl 1.268 0.192 -2.588 0.248 0.839 -1.865 0.538
Cl 1.302 -2.229 -0.308 0.320 -1.252 -0.084 0.483
```
Positions in Å, forces in eV/Å.

Properties
Largest force on an atom: 4.30 eV Å⁻¹
Relative energy (zero: lowest compared OMol25 entry of this formula, charge and spin): 2.272 eV
HOMO (alpha / beta): -0.3306 / -0.3306 Eh
Orbital gap (alpha / beta): 6.57 / 6.57 eV